This record from the OMol25 dataset describes one molecule with the formula C18H19ClN4O4S. The level of theory is the ωB97M-V functional and the def2-TZVPD basis.

```
47
Properties=species:S:1:pos:R:3:nbo_charge:R:1
C -3.19 -3.97 0.03 -0.58
C -3.05 -2.75 0.82 -0.09
O -3.95 -1.88 0.05 -0.54
C -4.09 -0.64 0.91 0.82
O -3.62 -0.47 2.09 -0.58
C -4.90 0.47 -0.04 -0.52
S -4.28 2.32 0.34 0.30
C -2.68 1.86 -0.19 0.27
N -2.17 0.41 -0.69 -0.54
C -0.83 0.81 -0.69 0.34
C -0.44 1.97 -0.47 -0.10
C 0.89 2.38 -0.49 0.64
O 1.27 3.57 0.05 -0.70
N 1.74 1.46 -0.82 -0.39
C 3.20 1.70 -0.93 -0.22
C 3.92 0.54 -0.22 -0.09
C 5.08 -0.03 -0.64 -0.10
C 5.76 -1.13 0.02 -0.21
C 5.40 -1.40 1.34 -0.17
C 4.39 -0.51 1.96 -0.25
C 3.65 0.23 1.05 0.16
Cl 2.27 1.00 2.28 -0.18
C 1.29 0.14 -1.13 0.75
O 2.14 -0.54 -2.00 -0.74
N 0.09 -0.18 -1.23 -0.36
C -0.44 -1.69 -1.65 -0.36
N -1.64 2.61 0.20 -0.35
C -1.62 3.81 0.65 -0.47
H -2.77 -4.70 0.33 0.19
H -2.68 -3.81 -1.05 0.18
H -4.19 -4.42 -0.13 0.22
H -2.02 -2.28 0.93 0.20
H -3.56 -2.97 1.79 0.20
H -4.94 0.23 -1.07 0.25
H -5.86 0.41 0.47 0.24
H 3.22 2.55 -0.42 0.26
H 3.49 1.45 -1.89 0.24
H 5.18 0.25 -1.44 0.16
H 6.71 -1.56 -0.27 0.22
H 5.88 -1.94 1.98 0.19
H 4.04 -0.92 2.95 0.24
H -0.04 -1.55 -2.69 0.27
H -0.16 -2.32 -0.87 0.22
H -1.50 -1.53 -1.57 0.23
H -2.32 4.54 0.03 0.20
H -0.54 4.49 0.58 0.33
H -2.12 4.00 1.72 0.22
```

Results
SMILES string   CCOC(=O)CSc1nc2c(c(=O)n(Cc3ccccc3Cl)c(=O)n2C)n1C
Gap between HOMO and LUMO   8.710 eV
HOMO energy   -8.75 eV
Energy above the lowest of the compared OMol25 structures with the same formula, charge and spin   14.887 eV


This record from the OMol25 dataset describes C25H49NO2OsP2 as an isolated structure. The level of theory is the ωB97M-V functional and the def2-TZVPD basis.

```
80
Properties=species:S:1:pos:R:3:lowdin_spin:R:1
Os -1.14 0.05 -1.50 0.98
C -1.87 0.36 -3.16 0.14
O -2.36 0.62 -4.20 0.10
C -2.63 0.15 -0.48 0.09
O -3.51 0.27 0.29 0.07
P 0.22 -1.74 -1.17 0.18
C 0.10 -2.68 0.44 0.03
H 0.15 -3.72 0.08 0.00
C -1.29 -2.60 -2.00 0.08
H -2.10 -1.82 -1.75 0.01
C 1.68 -2.62 -1.96 0.33
H 2.63 -2.43 -1.16 0.10
C 1.63 2.55 -1.34 0.00
P 0.08 2.04 -0.40 0.07
H 0.46 3.95 1.16 0.00
H 2.52 2.00 -0.70 0.00
C -1.01 3.55 -0.78 0.02
H -0.35 4.40 -0.57 0.00
C -1.13 -2.68 -3.50 0.02
H -0.42 -3.47 -3.79 0.00
H -0.83 -1.71 -3.94 0.01
H -2.11 -2.95 -3.93 0.00
C -1.66 -4.00 -1.47 0.02
H -2.53 -4.36 -2.05 0.00
H -1.92 -4.06 -0.41 0.00
H -0.84 -4.71 -1.67 0.00
C 1.56 -4.15 -2.06 0.03
H 1.32 -4.64 -1.10 0.00
H 2.55 -4.56 -2.36 0.01
H 0.84 -4.47 -2.85 0.00
C 2.05 -2.01 -3.29 0.03
H 3.05 -2.36 -3.58 0.00
H 2.10 -0.92 -3.23 0.00
H 1.37 -2.29 -4.09 0.01
C 1.30 -2.52 1.39 0.11
H 2.28 -2.73 0.84 0.06
H 1.15 -3.25 2.21 0.00
H 1.31 -1.52 1.85 0.00
C -1.20 -2.44 1.20 0.01
H -1.13 -1.49 1.75 0.00
H -1.33 -3.24 1.93 0.00
H -2.07 -2.41 0.56 0.00
C 1.95 4.07 -1.29 0.00
H 1.96 4.49 -0.27 0.00
H 1.23 4.65 -1.90 0.00
H 2.95 4.23 -1.71 0.00
C 1.59 2.07 -2.76 0.02
H 1.13 2.82 -3.43 0.00
C -0.23 2.41 2.44 0.00
H 1.02 1.14 -2.87 0.02
H 2.61 1.91 -3.14 0.00
C 2.14 2.74 1.68 0.00
H -0.31 1.32 2.48 0.00
H 0.19 2.75 3.41 0.00
H -1.25 2.82 2.39 0.00
C 0.65 2.88 1.30 0.03
H 2.29 3.20 2.66 0.00
H 2.80 3.37 1.06 0.00
H 2.40 1.68 1.80 0.00
C -2.21 3.65 0.19 0.00
H -2.66 2.66 0.38 0.00
H -2.98 4.28 -0.28 0.00
H -1.92 4.12 1.14 0.00
C -1.48 3.65 -2.23 0.01
H -0.66 3.60 -2.96 0.00
H -1.99 4.63 -2.34 0.00
H -2.20 2.86 -2.46 0.01
H 3.11 2.11 0.16 0.00
H 2.78 -2.82 -0.28 0.33
C -1.10 -0.52 6.42 -0.01
C -2.14 -0.31 5.49 0.25
C -1.84 -0.39 4.13 0.25
N -0.62 -0.67 3.69 0.02
C 0.39 -0.90 4.55 0.27
C 0.17 -0.83 5.94 0.19
H -1.32 -0.48 7.49 0.00
H -3.16 -0.12 5.82 0.01
H -2.61 -0.22 3.37 0.01
H 1.35 -1.16 4.15 0.01
H 1.01 -1.07 6.58 0.01
```

Results
Multiplicity   5
Gap between HOMO and LUMO (alpha / beta)   3.880 / 5.526 eV
HOMO energy (alpha / beta)   -17.95 / -21.16 eV
Total charge   +4
<S²>   6.0372
Energy above the lowest of the compared OMol25 structures with the same formula, charge and spin   0.000 eV


This record from the OMol25 dataset describes C25H24CsF9N7O2S as an isolated structure. The level of theory is the ωB97M-V functional and the def2-TZVPD basis.

```
69
Properties=species:S:1:pos:R:3:lowdin_charge:R:1
Cs -0.27 0.66 -0.33 1.21
C 5.09 -1.19 -1.20 -0.06
C 3.58 -1.18 -1.09 -0.30
N 2.91 -0.22 -0.59 0.04
N 3.65 0.84 -0.09 0.02
C 2.95 1.96 -0.03 -0.54
O 1.80 2.19 -0.46 -0.36
C 3.67 3.10 0.65 -0.14
C 5.05 3.07 0.90 -0.04
C 5.67 4.13 1.53 -0.10
C 4.93 5.23 1.94 -0.12
C 3.56 5.27 1.70 -0.10
C 2.94 4.21 1.05 -0.03
C 2.85 -2.37 -1.62 -0.22
C 3.57 -3.45 -2.14 -0.04
C 2.89 -4.54 -2.66 -0.08
C 1.51 -4.53 -2.66 -0.08
C 0.87 -3.42 -2.12 -0.14
N 1.51 -2.37 -1.60 0.11
H 5.49 -0.27 -0.79 0.05
H 5.40 -1.29 -2.24 0.08
H 5.52 -2.04 -0.65 0.07
H 5.61 2.20 0.59 0.10
H 6.74 4.10 1.71 0.09
H 5.41 6.06 2.44 0.09
H 2.98 6.12 2.02 0.09
H 1.88 4.22 0.84 0.11
H 4.65 -3.43 -2.15 0.09
H 3.45 -5.38 -3.07 0.10
H 0.93 -5.34 -3.06 0.10
H -0.21 -3.35 -2.13 0.07
F -5.29 3.38 -0.09 0.14
C -4.45 2.37 -0.41 -0.53
F -5.20 1.41 -0.99 0.14
F -3.63 2.84 -1.36 0.15
C -3.64 1.79 0.80 -0.41
O -2.69 0.98 0.37 -0.46
C -4.64 1.07 1.76 -0.54
F -4.03 0.72 2.90 0.15
F -5.11 -0.06 1.22 0.12
F -5.72 1.81 2.10 0.14
C -2.99 2.99 1.58 -0.54
F -3.86 3.77 2.26 0.14
F -2.32 3.79 0.74 0.15
F -2.10 2.53 2.47 0.14
C 2.33 -0.73 4.14 -0.08
C 0.91 -1.20 4.46 -0.22
C 0.34 -1.97 3.36 -0.21
N -0.10 -2.49 2.44 0.18
H 2.72 -0.15 4.97 0.07
H 2.34 -0.11 3.25 0.08
H 2.99 -1.58 3.97 0.08
H 0.24 -0.35 4.63 0.12
H 0.88 -1.81 5.37 0.11
C -5.49 -0.54 -4.15 -0.10
C -5.76 -1.73 -3.24 -0.25
C -4.54 -2.12 -2.45 -0.63
N -3.36 -2.19 -2.97 0.01
N -2.39 -2.54 -2.06 0.00
C -2.88 -2.71 -0.87 -0.71
N -2.12 -3.10 0.20 0.09
S -4.58 -2.48 -0.76 1.10
H -6.37 -0.31 -4.75 0.07
H -4.66 -0.75 -4.82 0.07
H -5.23 0.34 -3.56 0.07
H -6.08 -2.59 -3.83 0.11
H -6.57 -1.51 -2.55 0.10
H -1.12 -2.98 0.08 0.05
H -2.41 -2.77 1.11 0.07
```

Results
Gap between HOMO and LUMO   6.950 eV
HOMO energy   -4.82 eV
Total charge   -1


This record from the OMol25 dataset describes C27H29N5O as an isolated structure. The level of theory is the ωB97M-V functional and the def2-TZVPD basis.

```
62
Properties=species:S:1:pos:R:3:nbo_charge:R:1
C 3.43 -3.99 2.68 -0.42
N 2.35 -3.05 2.92 -0.45
C 2.48 -2.08 3.88 0.68
O 3.48 -1.87 4.57 -0.61
C 1.19 -1.27 3.93 -0.12
C 1.39 0.23 3.68 -0.43
C 2.32 0.91 4.65 0.09
C 3.40 1.66 4.17 -0.24
C 4.32 2.21 5.06 -0.19
C 4.13 2.05 6.44 -0.22
C 3.00 1.39 6.92 -0.20
C 2.09 0.81 6.03 -0.24
N 0.37 -1.93 2.91 -0.41
C -0.89 -1.46 2.65 0.16
C -1.81 -1.99 1.77 -0.43
C -3.22 -1.64 1.72 0.03
C -4.07 -2.53 0.90 0.05
C -5.45 -2.44 1.11 -0.21
C -6.32 -3.23 0.37 -0.14
C -5.82 -4.19 -0.52 -0.19
C -6.71 -5.04 -1.26 0.28
N -7.44 -5.74 -1.85 -0.30
C -4.44 -4.29 -0.71 -0.14
C -3.56 -3.43 -0.04 -0.24
C 1.02 -3.12 2.31 0.34
C 1.17 -3.07 0.77 -0.64
C 0.36 -4.45 2.72 -0.64
H 4.31 -3.69 3.26 0.26
H 3.15 -5.02 2.97 0.20
H 3.69 -4.00 1.61 0.20
H 0.72 -1.45 4.92 0.22
H 1.79 0.34 2.67 0.22
H 0.40 0.73 3.71 0.22
H 3.51 1.78 3.09 0.21
H 5.19 2.73 4.67 0.21
H 4.86 2.47 7.14 0.22
H 2.83 1.28 7.99 0.21
H 1.21 0.26 6.38 0.20
H -1.17 -0.56 3.21 0.22
H -1.52 -2.87 1.19 0.21
H -3.62 -1.21 2.63 0.23
H -5.86 -1.77 1.87 0.23
H -7.40 -3.09 0.45 0.23
H -4.04 -5.01 -1.43 0.23
H -2.50 -3.48 -0.29 0.22
H 1.85 -2.25 0.48 0.23
H 1.60 -4.02 0.41 0.22
H 0.21 -2.92 0.28 0.23
H 0.58 -4.65 3.78 0.23
H -0.72 -4.40 2.57 0.23
H 0.78 -5.27 2.12 0.22
C -6.56 0.53 1.27 -0.66
C -5.16 0.75 0.85 0.28
N -4.86 1.93 0.25 -0.47
C -3.52 1.89 0.01 -0.11
C -3.00 0.68 0.49 -0.15
N -4.02 -0.03 1.01 -0.43
H -6.99 -0.39 0.84 0.21
H -6.67 0.54 2.36 0.21
H -7.13 1.39 0.88 0.25
H -3.00 2.69 -0.47 0.20
H -1.97 0.38 0.54 0.20
```

Results
Gap between HOMO and LUMO   6.740 eV
HOMO energy   -7.55 eV
Energy above the lowest of the compared OMol25 structures with the same formula, charge and spin   4.626 eV


This record from the OMol25 dataset describes a 4-piece molecular cluster, C4H13NO3 overall. The level of theory is the ωB97M-V functional and the def2-TZVPD basis.

```
21
Properties=species:S:1:pos:R:3:nbo_charge:R:1
C -0.05 2.56 -1.36 -0.39
C 1.05 2.19 -0.72 -0.21
C 1.40 0.78 -0.45 -0.33
C 1.54 0.39 0.82 0.00
N 1.89 -0.90 1.23 -0.80
H -0.39 3.59 -1.46 0.20
H -0.68 1.89 -1.93 0.18
H 1.73 3.00 -0.46 0.20
H 1.50 0.14 -1.32 0.21
H 1.41 1.14 1.60 0.19
H 1.23 -1.28 1.89 0.37
H 1.99 -1.53 0.46 0.38
O -2.52 -1.28 -1.46 -0.94
H -2.52 -1.40 -2.42 0.47
H -1.61 -1.00 -1.27 0.47
O -0.22 -3.03 0.45 -0.95
H -0.31 -3.07 1.42 0.47
H -1.11 -2.75 0.18 0.49
O -1.54 -0.20 1.59 -0.95
H -0.66 0.19 1.65 0.47
H -2.12 0.57 1.55 0.48
```

Results
SMILES string   C=C/C=C/N.O.O.O
Gap between HOMO and LUMO   9.039 eV
HOMO energy   -8.41 eV
Energy above the lowest of the compared OMol25 structures with the same formula, charge and spin   2.444 eV


This record from the OMol25 dataset describes C29H35B3INO3 as an isolated structure. The level of theory is the ωB97M-V functional and the def2-TZVPD basis.

```
72
Properties=species:S:1:pos:R:3:lowdin_charge:R:1
C 3.25 2.38 -1.16 0.01
C 3.86 1.20 -1.02 -0.18
C 3.19 -0.13 -1.37 -0.05
B 2.71 -0.83 -0.06 -0.53
O 1.39 -1.25 0.15 0.22
B 1.41 -2.46 0.79 -1.07
I 0.63 -4.17 -0.20 1.04
O 2.02 -2.54 2.01 0.23
B 3.29 -1.95 2.00 -0.52
C 4.32 -2.27 3.13 -0.06
C 5.06 -3.59 2.87 -0.28
N 4.11 -4.69 2.66 0.00
O 3.62 -1.09 0.96 0.29
H 3.80 3.23 -1.55 0.04
H 2.19 2.51 -0.95 0.07
H 4.84 1.10 -0.57 0.11
H 3.98 -0.75 -1.79 0.12
H 2.38 0.04 -2.07 0.11
H 5.08 -1.48 3.17 0.11
H 3.79 -2.30 4.09 0.11
H 5.75 -3.80 3.69 0.11
H 5.64 -3.51 1.95 0.11
H 3.58 -4.84 3.51 0.08
H 4.64 -5.55 2.55 0.07
C 4.44 7.61 -1.29 -0.09
C 3.96 8.10 -2.50 -0.09
C 4.17 7.39 -3.67 -0.10
C 4.85 6.18 -3.63 -0.10
C 5.33 5.69 -2.43 -0.11
C 5.13 6.41 -1.26 -0.10
H 4.28 8.18 -0.38 0.08
H 3.42 9.04 -2.52 0.10
H 3.80 7.77 -4.61 0.10
H 5.01 5.62 -4.55 0.10
H 5.86 4.75 -2.40 0.10
H 5.51 6.03 -0.32 0.10
C -3.81 -5.76 0.36 -0.09
C -4.79 -6.72 0.55 -0.10
C -4.57 -8.03 0.13 -0.10
C -3.38 -8.37 -0.49 -0.10
C -2.39 -7.41 -0.67 -0.09
C -2.61 -6.10 -0.25 -0.12
H -3.98 -4.74 0.69 0.10
H -5.72 -6.46 1.03 0.10
H -5.34 -8.78 0.27 0.09
H -3.21 -9.39 -0.82 0.10
H -1.46 -7.67 -1.15 0.10
H -1.85 -5.35 -0.40 -0.02
C 0.57 11.49 0.07 -0.10
C 1.91 11.62 -0.28 -0.10
C 2.88 10.90 0.40 -0.11
C 2.51 10.04 1.43 -0.10
C 1.18 9.91 1.78 -0.10
C 0.21 10.64 1.11 -0.10
H -0.19 12.06 -0.45 0.10
H 2.19 12.28 -1.09 0.10
H 3.92 11.00 0.12 0.10
H 3.27 9.48 1.95 0.10
H 0.89 9.25 2.58 0.10
H -0.83 10.54 1.39 0.10
C -10.67 -6.80 -0.69 -0.10
C -9.46 -6.91 -1.35 -0.09
C -8.42 -7.65 -0.79 -0.10
C -8.61 -8.28 0.43 -0.10
C -9.82 -8.17 1.10 -0.10
C -10.85 -7.43 0.54 -0.10
H -11.48 -6.22 -1.12 0.10
H -9.32 -6.42 -2.31 0.10
H -7.48 -7.73 -1.31 0.10
H -7.80 -8.85 0.87 0.09
H -9.96 -8.66 2.05 0.10
H -11.80 -7.34 1.06 0.10
```

Results
Gap between HOMO and LUMO   9.115 eV
HOMO energy   -8.65 eV


no.,total energy (Eh)
1,-2075.22640
2,-1958.58455
3,-2818.09516
4,-1395.19721
5,-440.62539
6,-1779.02144